{
  "formula": "C6H94BrGaIO40",
  "method": "ωB97M-V with the def2-TZVPD basis set",
  "lumo_ev": 1.02,
  "total_charge": -1,
  "e_homo_ev": -5.28,
  "spin_multiplicity": 1,
  "elements": ["I", "Br", "Ga", "O", "O", "O", "O", "O", "O", "O", "O", "O", "O", "O", "O", "O", "O", "O", "O", "O", "O", "O", "O", "O", "O", "O", "O", "O", "O", "O", "O", "O", "O", "O", "O", "O", "O", "O", "O", "O", "O", "O", "O", "C", "C", "C", "C", "C", "C", "H", "H", "H", "H", "H", "H", "H", "H", "H", "H", "H", "H", "H", "H", "H", "H", "H", "H", "H", "H", "H", "H", "H", "H", "H", "H", "H", "H", "H", "H", "H", "H", "H", "H", "H", "H", "H", "H", "H", "H", "H", "H", "H", "H", "H", "H", "H", "H", "H", "H", "H", "H", "H", "H", "H", "H", "H", "H", "H", "H", "H", "H", "H", "H", "H", "H", "H", "H", "H", "H", "H", "H", "H", "H", "H", "H", "H", "H", "H", "H", "H", "H", "H", "H", "H", "H", "H", "H", "H", "H", "H", "H", "H", "H"],
  "coordinates": [[1.485, 1.217, -0.185], [-4.403, -2.386, 0.940], [-0.817, -0.614, -1.916], [-12.442, 6.025, 3.484], [0.517, -6.901, 3.288], [-7.692, -2.919, 1.439], [-2.139, 7.156, -3.109], [5.277, 0.013, -0.020], [0.113, 9.089, -4.222], [-3.803, -6.338, 7.872], [-1.218, 9.349, -1.701], [-3.357, 1.025, 1.495], [2.244, -8.096, -0.731], [-4.964, 7.851, -1.627], [-5.685, -5.486, 1.039], [-9.653, 8.364, -0.948], [3.817, 3.327, 2.214], [11.441, -2.175, -3.462], [-11.071, 8.240, 1.852], [7.218, -8.572, 1.438], [-10.191, -1.539, 0.752], [1.207, 4.783, 0.515], [3.434, -6.642, -2.941], [4.362, 6.188, -2.736], [-7.029, 7.500, 0.611], [1.190, -5.616, 0.773], [4.298, -0.370, -2.860], [-5.728, -6.190, 4.119], [6.854, -2.537, -0.436], [4.374, 6.661, 0.169], [7.182, 1.034, 1.955], [0.741, -2.607, 2.758], [4.730, -7.023, 0.350], [0.234, 5.700, -2.067], [5.543, 6.613, 3.104], [-5.131, -3.084, 4.253], [-1.975, -5.443, 2.546], [9.399, -3.283, -1.688], [3.515, 1.294, -5.320], [2.352, 8.169, -1.482], [1.646, -4.622, -4.347], [-2.929, -4.655, 5.260], [9.554, -0.925, 1.062], [1.189, -0.581, -1.422], [-3.613, -2.072, -0.860], [-1.589, -2.486, -2.266], [1.704, -1.724, -0.545], [1.581, -3.114, -1.206], [-2.470, -3.035, -1.115], [9.324, -3.545, -0.763], [5.244, -0.194, -2.855], [-6.734, -2.774, 1.438], [-2.920, -3.986, -1.430], [4.007, 7.032, -3.035], [0.196, 9.358, -5.141], [2.763, -8.811, -1.106], [5.265, -0.795, -0.548], [4.216, 6.205, -1.781], [8.986, -0.192, 1.342], [1.811, -0.401, -2.294], [-5.746, -6.384, 3.171], [3.671, 1.508, -6.244], [-0.124, 6.004, -1.224], [-0.965, 0.218, -3.304], [2.659, -6.227, -3.342], [2.521, -3.655, -1.099], [3.200, 3.048, 1.525], [-5.334, 8.679, -1.946], [0.827, -4.776, -4.829], [6.625, 1.570, 2.528], [-1.643, 0.208, -0.795], [0.948, -6.430, 0.315], [0.665, -3.386, 2.191], [-3.379, 0.072, 1.355], [0.160, -6.592, 4.126], [-2.761, 6.940, -3.811], [-0.148, -2.238, 2.776], [-10.090, -2.254, 1.391], [-0.517, 5.746, -2.670], [4.281, 6.367, 1.086], [-1.901, -3.256, -0.211], [1.366, -5.887, 1.686], [2.776, -1.549, -0.377], [1.356, -3.035, -2.267], [-5.113, 7.884, -0.673], [-11.568, 9.010, 2.147], [1.644, 5.165, -0.254], [-6.564, -5.083, 1.041], [-0.583, 10.053, -1.866], [0.809, -3.670, -0.678], [-10.604, 8.541, 1.064], [2.116, -3.962, -4.869], [-9.685, -0.815, 1.136], [-3.396, -5.935, 7.092], [5.226, -7.817, 0.583], [-0.248, -6.907, 2.695], [4.364, 0.329, -0.031], [9.993, -0.596, 0.271], [5.205, 6.262, -0.115], [7.740, -9.291, 1.068], [-0.862, -3.242, -2.558], [6.593, 0.736, 1.248], [4.401, -6.691, 1.192], [-2.871, 1.351, 0.727], [-13.250, 5.930, 2.973], [-5.012, -6.733, 4.464], [-0.760, 8.564, -2.019], [-2.393, -4.646, 2.206], [2.508, 7.875, -0.578], [-11.909, 6.652, 2.978], [1.188, 3.838, 0.316], [-7.995, -2.492, 0.628], [7.582, -2.006, -0.086], [10.290, -3.541, -1.950], [5.484, 7.350, 3.720], [-0.584, 8.418, -4.218], [3.927, -5.899, -2.574], [-3.688, -4.241, 4.808], [3.277, 3.872, 2.795], [2.042, 7.371, -1.928], [7.195, -2.894, -1.264], [-2.113, -5.388, 3.503], [-2.270, -2.378, -3.124], [-7.158, 6.718, 0.064], [-4.430, -2.181, -1.569], [-7.900, 7.908, 0.641], [11.878, -1.823, -4.243], [10.810, -1.494, -3.205], [-2.403, -3.906, 5.560], [3.962, 0.118, -3.622], [-5.780, -3.804, 4.236], [-2.646, 7.724, -2.512], [-5.050, -2.831, 3.324], [-3.785, -7.283, 7.692], [3.156, 2.103, -4.937], [-5.793, -6.300, 0.534], [-9.558, 8.651, -1.862], [7.756, -7.785, 1.296], [6.484, 6.421, 3.047], [-10.330, 7.678, -0.984], [1.255, -1.681, 0.446], [2.805, -7.322, -0.861], [-3.298, -1.032, -0.853]],
  "mulliken_charge": [-0.0437, -0.1466, 0.4446, -0.6403, -0.6447, -0.6503, -0.5164, -0.5762, -0.5842, -0.6465, -0.6237, -0.6265, -0.6266, -0.6568, -0.5097, -0.6575, -0.6157, -0.6182, -0.6497, -0.6375, -0.6705, -0.6525, -0.6388, -0.6342, -0.6111, -0.3883, -0.4916, -0.6063, -0.6395, -0.6182, -0.6478, -0.6185, -0.5952, -0.6129, -0.5949, -0.7809, -0.4932, -0.6417, -0.6246, -0.6318, -0.6162, -0.6431, -0.6362, -0.3582, -0.5233, -0.8331, -0.0619, -0.7747, -0.4342, 0.3118, 0.2708, 0.1445, 0.3533, 0.3287, 0.2655, 0.2650, 0.3085, 0.3724, 0.3339, 0.3116, 0.3440, 0.2766, 0.3324, -0.4223, 0.3473, 0.4948, 0.2148, 0.3060, 0.2866, 0.2856, -0.2355, 0.2079, 0.2506, 0.2880, 0.2670, 0.2459, 0.2815, 0.3281, 0.2270, 0.3121, 0.2089, 0.2843, -0.1122, 0.1516, 0.3318, 0.3133, 0.3194, 0.3185, 0.3083, -0.2198, 0.3460, 0.2891, 0.3312, 0.3393, 0.3000, 0.3342, 0.1863, 0.3085, 0.2726, 0.3099, 0.1664, 0.4202, 0.3080, 0.3825, 0.3075, 0.2869, 0.3357, 0.1742, 0.3148, 0.3558, 0.1191, 0.3779, 0.2999, 0.3039, 0.2974, 0.3201, 0.2921, 0.4309, 0.2994, 0.3040, 0.3405, 0.3711, 0.5067, 0.3284, 0.4057, 0.2854, 0.2946, 0.3176, 0.2998, 0.2484, 0.2912, 0.3086, 0.2224, 0.2993, 0.3225, 0.2506, 0.3001, 0.3250, 0.3041, 0.3318, 0.5535, 0.3498, 0.1205]
}

---

{
  "formula": "C4HNO",
  "method": "ωB97M-V with the def2-TZVPD basis set",
  "lumo_ev": -1.69,
  "e_homo_ev": -9.52,
  "e_above_lowest_kj_mol": 347.21,
  "spin_multiplicity": 1,
  "elements": ["O", "N", "C", "C", "C", "C", "H"],
  "coordinates": [[-0.993, -1.132, 0.064], [-3.085, 0.537, 0.131], [-1.954, 0.224, 0.112], [1.001, 0.082, -0.029], [-0.457, 0.008, 0.078], [2.207, 0.121, -0.130], [3.280, 0.159, -0.226]],
  "nbo_charge": [-0.4000, -0.3897, 0.2757, -0.1490, 0.4433, -0.0368, 0.2565]
}